ORCA calculation (ωB97M-V/def2-TZVPD) on a gas-phase ion, C7H14N (charge +1) at a distorted geometry.

XYZ file:
```
22
Properties=species:S:1:pos:R:3:nbo_charge:R:1
C -1.767 -1.632 0.854 -0.303
C -1.490 -0.321 0.455 -0.054
N -0.250 -0.053 -0.290 -0.256
C -0.493 -0.314 -1.716 -0.419
C 0.979 -0.213 0.434 -0.006
C 2.076 -0.862 -0.446 -0.615
C 0.482 1.097 0.089 -0.039
C -0.073 1.986 1.178 -0.627
H -2.645 -1.627 1.321 0.213
H -1.211 -2.523 0.804 0.224
H -2.173 0.428 0.689 0.233
H 0.126 0.301 -2.467 0.242
H -0.263 -1.291 -1.999 0.236
H -1.534 -0.181 -1.996 0.255
H 0.995 -0.596 1.358 0.240
H 2.123 -0.352 -1.444 0.223
H 1.931 -1.899 -0.457 0.234
H 2.903 -0.418 0.050 0.246
H 0.811 1.813 -0.724 0.257
H -0.533 1.455 1.939 0.224
H -0.756 2.669 0.669 0.232
H 0.761 2.534 1.699 0.259
```

Properties
Kohn-Sham gap	11.539	eV
charge	+1
energy	-8966.3395	eV
SMILES	C=C[N+]1(C)[C@@H](C)[C@@H]1C
energy above the lowest of the compared OMol25 structures with the same formula, charge and spin	264.2	kJ/mol